1.
Below is a 2-piece molecular cluster, CHClO3 overall at a distorted geometry, with properties calculated with ωB97M-V/def2-TZVPD.

Last column: Mulliken charge in e.
CARTESIAN COORDINATES (ANGSTROEM)
1 C -1.404 -0.545 -0.203  0.388
2 O 1.159 0.637 0.305  -0.254
3 O 1.305 -0.696 0.159  -0.181
4 O -0.544 -1.285 -0.100  -0.246
5 Cl -1.924 0.849 0.324  -0.038
6 H 1.407 1.040 -0.486  0.331

Output
electronic energy = -19710.96150 eV
lowest unoccupied orbital energy (spin up / spin down) = -0.35 / -0.16 eV
relative energy (zero: lowest compared OMol25 entry of this formula, charge and spin) = 581.88 kJ/mol



2.
Below is a 2-piece molecular cluster, C6H14OS overall, with properties calculated with ωB97M-V/def2-TZVPD.

Last column: Mulliken charge in e.
CARTESIAN COORDINATES (ANGSTROEM)
1 C 1.389 1.198 3.178  -0.397
2 C -0.073 0.779 3.462  -0.432
3 C -0.295 -0.393 2.497  -0.480
4 O 0.628 -0.189 1.432  -0.389
5 C 1.828 0.216 2.084  -0.448
6 H 2.036 1.131 4.074  0.301
7 H 1.435 2.240 2.806  0.202
8 H -0.771 1.608 3.235  0.220
9 H -0.236 0.480 4.515  0.291
10 H -1.313 -0.446 2.063  0.302
11 H -0.090 -1.361 2.993  0.285
12 H 2.334 -0.666 2.522  0.254
13 H 2.504 0.647 1.321  0.290
14 C 1.498 2.370 -2.370  -0.744
15 S 1.513 3.806 -1.283  -0.064
16 C -0.209 3.749 -0.760  -0.714
17 H 2.510 2.251 -2.793  0.285
18 H 0.783 2.499 -3.199  0.285
19 H 1.236 1.450 -1.820  0.207
20 H -0.895 3.855 -1.617  0.309
21 H -0.441 2.806 -0.238  0.155
22 H -0.382 4.588 -0.065  0.282

Output
SMILES = C1CCOC1.CSC
electronic energy = -19331.16409 eV
lowest unoccupied orbital energy = 0.93 eV
relative energy (zero: lowest compared OMol25 entry of this formula, charge and spin) = 24.66 kJ/mol



3.
Below is a single C3H6ClNO molecule at a distorted geometry, with properties calculated with ωB97M-V/def2-TZVPD.

Last column: Mulliken charge in e.
CARTESIAN COORDINATES (ANGSTROEM)
1 C 0.796 -1.056 -0.742  -0.926
2 C 0.630 -0.023 0.492  0.273
3 Cl 1.475 -0.853 1.712  -0.200
4 C -0.796 0.226 0.804  -0.182
5 N -1.600 1.140 0.438  -0.527
6 O -1.013 2.073 -0.396  -0.382
7 H 0.782 -0.249 -1.591  0.253
8 H -0.208 -1.762 -0.705  0.256
9 H 1.697 -2.015 -0.917  0.289
10 H 1.333 0.753 0.276  0.368
11 H -1.099 -0.467 1.547  0.368
12 H -1.997 2.232 -0.918  0.409

Output
SMILES = C[C@H](Cl)/C=N\O
electronic energy = -19263.93352 eV
lowest unoccupied orbital energy = 0.66 eV
relative energy (zero: lowest compared OMol25 entry of this formula, charge and spin) = 466.28 kJ/mol